Entry 1:
{"formula": "C21H30N4O4", "method": "ωB97M-V/def2-TZVPD", "charge": 0, "orbital_gap_ev": 9.17, "relative_energy_kcal_mol": 37.8, "smiles": "CCOc1ccc(C(=O)NCC(=O)NCCCn2nc(C)cc2C)cc1OCC", "symbols": ["O", "O", "O", "O", "N", "N", "N", "N", "C", "C", "C", "C", "C", "C", "C", "C", "C", "C", "C", "C", "C", "C", "C", "C", "C", "C", "C", "C", "C", "H", "H", "H", "H", "H", "H", "H", "H", "H", "H", "H", "H", "H", "H", "H", "H", "H", "H", "H", "H", "H", "H", "H", "H", "H", "H", "H", "H", "H", "H"], "coordinates": [[1.205825, 1.480743, -1.231782], [4.959932, 2.510664, 1.214158], [-4.300279, 0.624860, 1.777504], [-3.704989, 0.326512, -1.008000], [2.361767, -2.084527, -0.049570], [1.947495, -2.130142, 1.223012], [3.669510, 0.896775, 0.291148], [1.572546, 2.832588, 0.523610], [0.222977, -1.642359, -0.109927], [-2.758262, 0.815492, -0.151565], [-4.369401, -1.782717, 1.360334], [3.966955, 2.164925, 0.608327], [1.346433, -1.786715, -0.895420], [-3.506261, 1.512576, -3.141727], [-1.482097, 1.184942, -0.542155], [1.507769, -1.605648, -2.360224], [2.914878, 3.171233, 0.111262], [4.631508, -1.199292, -0.546485], [0.653873, -1.860947, 1.208787], [-5.091752, -0.442815, 1.279833], [-0.897677, 1.831687, 1.691370], [-0.160956, -1.826914, 2.452466], [-2.159160, 1.449429, 2.098581], [3.727467, -2.421253, -0.342169], [-0.544125, 1.689135, 0.355903], [0.802187, 1.980792, -0.186796], [-3.414552, 0.190961, -2.385955], [-3.101532, 0.929905, 1.213929], [4.531814, -0.215298, 0.623422], [2.840360, 0.705010, -0.255105], [-0.197323, 2.187668, 2.431523], [-4.026724, -1.963314, 2.376841], [2.357974, -2.164467, -2.744958], [-5.963997, -0.443008, 1.939515], [-4.182873, -0.497174, -2.751671], [-3.349247, 1.336317, -4.202277], [-2.434817, -0.278552, -2.532820], [5.656276, -1.556422, -0.651110], [4.140607, -0.732449, 1.507438], [0.607460, -1.936182, -2.873682], [1.651738, -0.547021, -2.579603], [4.084733, -2.991954, 0.518644], [2.938361, 3.171113, -0.983731], [4.361105, -0.684323, -1.469928], [-2.760395, 2.219402, -2.787556], [0.490985, -1.908754, 3.317492], [1.248347, 3.189242, 1.406186], [-0.866741, -2.657496, 2.463137], [-0.727438, -0.898315, 2.507792], [-1.160814, 1.091232, -1.567071], [3.764192, -3.063225, -1.227850], [-3.507710, -1.792399, 0.697342], [-4.490752, 1.951076, -2.998195], [-0.770393, -1.411810, -0.434972], [3.176035, 4.162471, 0.482862], [-2.451878, 1.531744, 3.133818], [-5.419038, -0.245207, 0.255739], [5.505244, 0.213257, 0.873627], [-5.045158, -2.581057, 1.066715]], "forces_ev_per_a": [[-0.036, -0.034, -0.199], [0.328, 0.203, 0.178], [0.228, 0.404, -0.140], [0.024, 0.133, 0.484], [-0.465, 0.084, -0.220], [0.093, -0.129, 0.861], [-0.113, -0.468, -0.097], [-0.020, 0.141, 0.166], [0.253, -0.115, -0.101], [-0.072, 0.007, 0.102], [-0.085, 0.437, 0.048], [-0.456, 0.326, -0.188], [-0.277, -0.018, 0.057], [0.024, -0.248, 0.329], [0.067, 0.075, 0.004], [0.058, 0.091, 0.008], [0.308, -0.045, -0.106], [-0.207, -0.173, 0.208], [0.121, 0.036, -0.298], [-0.358, -0.608, -0.150], [0.076, 0.004, -0.263], [0.074, -0.053, -0.023], [-0.224, -0.058, -0.104], [0.632, 0.018, -0.219], [-0.466, -0.187, 0.066], [0.098, 0.210, 0.120], [0.012, 0.079, -0.489], [0.190, 0.046, 0.088], [0.249, 0.019, 0.128], [-0.003, 0.131, -0.008], [0.071, 0.023, 0.085], [0.020, -0.063, 0.086], [0.027, -0.053, -0.098], [0.098, -0.009, -0.115], [0.181, 0.047, 0.024], [0.026, 0.009, -0.127], [-0.092, -0.026, 0.048], [0.026, -0.012, -0.064], [0.143, 0.056, -0.040], [0.000, -0.034, -0.061], [0.037, 0.021, -0.087], [-0.092, 0.005, -0.151], [0.002, 0.084, 0.144], [0.075, 0.000, -0.071], [0.053, 0.084, -0.030], [-0.004, 0.003, 0.108], [-0.073, -0.029, -0.108], [-0.065, -0.023, 0.073], [-0.037, 0.008, 0.067], [-0.022, -0.056, -0.095], [-0.030, -0.007, 0.136], [0.088, -0.059, -0.091], [-0.077, 0.041, -0.019], [-0.199, 0.068, -0.134], [0.013, -0.150, -0.016], [-0.044, -0.027, 0.105], [-0.004, 0.004, 0.247], [-0.119, -0.105, -0.013], [-0.056, -0.111, -0.045]]}


Entry 2:
{"formula": "C21H30N4O5", "method": "ωB97M-V/def2-TZVPD", "charge": 0, "orbital_gap_ev": 9.41, "relative_energy_kcal_mol": 23.2, "smiles": "O=C(CN(C[C@H]1CCCO1)C(=O)CCC(=O)Nc1ccccn1)NC[C@H]1CCCO1", "symbols": ["O", "O", "O", "O", "O", "N", "N", "N", "N", "C", "C", "C", "C", "C", "C", "C", "C", "C", "C", "C", "C", "C", "C", "C", "C", "C", "C", "C", "C", "C", "H", "H", "H", "H", "H", "H", "H", "H", "H", "H", "H", "H", "H", "H", "H", "H", "H", "H", "H", "H", "H", "H", "H", "H", "H", "H", "H", "H", "H", "H"], "coordinates": [[-0.156520, 1.396829, 1.843784], [2.175438, -3.497721, -0.843485], [-1.627093, -2.762746, 0.956739], [2.321697, 3.228475, -1.321817], [-4.834513, 0.248052, 0.907859], [-1.861900, 0.448828, 0.758072], [3.417990, 0.385504, 1.572571], [2.194400, 2.047175, 0.626234], [0.182829, -1.544943, 1.574370], [5.652843, -0.132193, 0.926880], [3.390133, 1.348497, 0.653645], [2.912267, -1.418414, -1.625382], [4.522324, -0.329483, 1.701453], [-6.311925, 0.176892, -0.891256], [-5.009967, 0.797031, -1.403225], [-1.135710, -1.755619, 1.423842], [5.615638, 0.867914, -0.036589], [2.959843, -2.924181, -1.868159], [1.182802, -2.468673, 1.086074], [-5.822122, -0.587497, 0.336773], [4.470618, 1.626361, -0.185843], [1.165421, -2.577708, -0.450179], [1.472189, -1.239058, -1.147755], [-4.133268, 0.899491, -0.136083], [1.726167, 2.906680, -0.316948], [-0.758455, 2.384673, -0.266016], [-1.981918, -0.539240, 1.823160], [-2.748047, 0.258444, -0.366542], [0.330865, 3.431020, 0.009302], [-0.899178, 1.376974, 0.862862], [-7.012181, 0.954706, -0.586941], [-2.876567, -0.819245, -0.504184], [0.157458, 4.300913, -0.624728], [-6.589476, -0.751539, 1.093007], [-4.535570, 0.136210, -2.129241], [1.361810, -0.396968, -0.468047], [6.531640, -0.740468, 1.069418], [3.611011, -1.150012, -0.834265], [0.288315, 3.734075, 1.056350], [2.161667, -2.123138, 1.416432], [1.543389, 1.790454, 1.373659], [-6.790344, -0.468518, -1.622965], [3.961761, -3.350581, -1.799056], [-3.030217, -0.817671, 1.924677], [6.473936, 1.054910, -0.665150], [-3.993212, 1.938338, 0.187180], [-1.618374, -0.097850, 2.752040], [-5.165302, 1.767945, -1.867511], [0.185629, -2.970077, -0.752188], [-5.387477, -1.554683, 0.047082], [0.805610, -1.093033, -1.998873], [-1.716603, 2.889729, -0.403571], [-2.308416, 0.674736, -1.273269], [4.490515, -1.096581, 2.464835], [0.991375, -3.465633, 1.491962], [2.532850, -3.170329, -2.852246], [0.495600, -0.652016, 1.930776], [-0.520394, 1.855013, -1.192380], [3.143002, -0.838179, -2.515273], [4.395690, 2.408111, -0.921878]], "forces_ev_per_a": [[0.106, 0.160, 0.304], [0.012, -0.105, 0.250], [-0.190, -0.420, -0.163], [0.158, 0.087, -0.303], [0.072, 0.104, 0.256], [-0.058, -0.085, 0.254], [-0.440, 0.163, 0.036], [-0.121, -0.103, 0.393], [0.489, 0.050, 0.091], [0.036, 0.012, -0.057], [0.435, -0.133, -0.191], [-0.031, -0.256, 0.027], [0.287, -0.097, -0.021], [0.119, -0.045, 0.212], [-0.010, -0.018, 0.206], [-0.224, 0.620, 0.373], [-0.132, -0.104, 0.188], [0.165, 0.178, -0.271], [-0.087, -0.449, -0.452], [-0.287, -0.160, -0.209], [0.007, 0.051, -0.055], [-0.383, 0.263, 0.277], [0.051, -0.216, -0.058], [0.420, 0.129, -0.423], [-0.353, 0.178, 0.228], [0.207, 0.144, 0.165], [0.052, -0.301, 0.221], [-0.574, 0.343, -0.076], [-0.047, -0.046, -0.113], [-0.149, 0.022, -0.303], [-0.044, -0.022, -0.003], [0.034, 0.043, -0.122], [0.093, -0.080, 0.043], [0.034, -0.057, -0.052], [0.029, -0.002, -0.083], [-0.068, 0.102, 0.029], [0.061, -0.072, 0.034], [0.073, 0.032, 0.010], [-0.028, 0.036, -0.033], [-0.022, -0.001, 0.009], [0.102, 0.130, -0.222], [-0.067, -0.009, -0.043], [-0.036, 0.019, -0.062], [0.199, -0.045, -0.027], [0.050, 0.025, -0.052], [0.024, -0.089, -0.069], [-0.089, -0.057, -0.095], [0.046, 0.004, -0.071], [0.164, 0.085, 0.048], [-0.052, 0.026, 0.036], [-0.034, 0.047, -0.002], [-0.021, -0.068, -0.092], [-0.018, -0.068, 0.011], [0.085, -0.082, 0.033], [0.098, 0.067, 0.037], [0.072, 0.002, 0.050], [-0.121, -0.030, -0.005], [-0.125, -0.002, -0.036], [0.054, 0.060, -0.028], [-0.025, 0.038, -0.030]]}


Entry 3:
{"formula": "C21H30N8O3S", "method": "ωB97M-V/def2-TZVPD", "charge": 0, "orbital_gap_ev": 8.62, "smiles": "Cc1cc(C)n2nc(SCC(=O)N(CC(C)C)c3c(N)n(CC(C)C)c(=O)[nH]c3=O)nc2n1", "symbols": ["S", "O", "O", "O", "N", "N", "N", "N", "N", "N", "N", "N", "C", "C", "C", "C", "C", "C", "C", "C", "C", "C", "C", "C", "C", "C", "C", "C", "C", "C", "C", "C", "C", "H", "H", "H", "H", "H", "H", "H", "H", "H", "H", "H", "H", "H", "H", "H", "H", "H", "H", "H", "H", "H", "H", "H", "H", "H", "H", "H", "H", "H", "H"], "coordinates": [[0.762325, 3.031320, 0.378248], [-1.999415, -0.858229, -1.837940], [4.070967, 1.832241, 1.540656], [1.892993, 1.339572, -2.494336], [-2.904451, -0.184944, 1.602429], [-0.959077, 1.168135, 1.337970], [1.200709, -1.236096, 1.451795], [2.877710, 0.582007, 0.093124], [-1.707337, 2.387293, -0.406845], [-0.039270, 0.228007, -2.116056], [-2.647581, 1.516044, -0.037635], [-0.343903, -1.183229, -0.304473], [-0.873986, -0.617364, -1.450906], [4.080318, 0.225658, -0.650701], [-2.185230, 0.767756, 1.041362], [-0.718669, 2.147989, 0.443755], [-0.356048, -3.613794, 0.217620], [-4.100355, -0.411659, 1.095940], [4.635604, -1.179679, -0.379052], [-4.608057, 0.311827, 0.002656], [-1.090792, -2.269748, 0.307580], [2.994390, 1.504054, 1.082090], [0.830124, -0.723526, 0.241143], [1.716702, 2.112617, 1.642478], [-1.215665, -4.687378, 0.879316], [-0.070785, -3.969601, -1.238906], [1.246648, 0.638868, -1.746886], [-4.902981, -1.503952, 1.720384], [-3.850960, 1.293437, -0.590650], [3.723341, -2.288029, -0.901253], [4.953514, -1.384418, 1.100055], [1.635071, 0.153656, -0.446487], [-4.227300, 2.083477, -1.788533], [-3.817871, 3.088370, -1.711620], [0.409067, -4.942959, -1.302435], [5.505752, -0.534145, 1.490913], [-0.401137, 0.634538, -2.971402], [-2.162852, -4.789897, 0.355019], [4.838493, 0.959879, -0.368354], [2.821689, -2.366643, -0.300759], [-5.583302, 0.078395, -0.390911], [-3.788582, 1.611256, -2.667965], [-2.027483, -2.333089, -0.251846], [-5.305965, 2.117050, -1.909927], [-4.369155, -1.910386, 2.573666], [0.589795, -3.236409, -1.696317], [-5.078281, -2.295423, 0.993601], [4.239538, -3.244909, -0.861331], [-0.995998, -4.001047, -1.810074], [0.460410, -1.456901, 2.098362], [4.040761, -1.495744, 1.681060], [5.550053, -2.283406, 1.237713], [2.004865, -0.785322, 1.862920], [1.022335, 1.384398, 2.059238], [-0.705127, -5.646462, 0.855620], [-1.422096, -4.434039, 1.916602], [-1.339763, -2.019677, 1.342812], [0.595190, -3.543383, 0.753942], [2.011061, 2.830752, 2.407721], [-5.870071, -1.124126, 2.043689], [5.576292, -1.226465, -0.939604], [3.440294, -2.095648, -1.934023], [3.861908, 0.339113, -1.714772]], "forces_ev_per_a": [[0.466, 0.326, 0.145], [-0.306, -0.107, -0.227], [0.141, 0.141, 0.150], [0.075, 0.178, -0.062], [-0.317, -0.411, 0.420], [-0.090, 0.033, 0.354], [-0.039, 0.035, -0.116], [-0.197, -0.443, -0.407], [0.524, 0.963, -0.742], [0.049, 0.111, -0.408], [0.146, -0.779, 1.055], [0.008, 0.010, 0.079], [0.189, 0.133, -0.085], [0.606, -0.224, -0.146], [0.018, 0.643, -0.505], [-0.677, -0.457, 0.151], [-0.139, -0.044, -0.138], [0.160, 0.053, 0.031], [-0.201, 0.113, 0.111], [0.177, 0.256, -0.136], [0.031, -0.556, 0.236], [-0.278, 0.315, 0.346], [0.644, 0.240, -0.308], [-0.131, 0.435, -0.238], [0.223, 0.229, -0.033], [0.060, 0.092, 0.250], [-0.205, -0.313, 0.166], [-0.042, -0.005, 0.000], [-0.517, -0.187, -0.055], [0.256, 0.138, -0.025], [0.162, 0.095, -0.279], [-0.059, -0.021, 0.322], [0.069, 0.065, -0.009], [-0.052, 0.044, -0.050], [0.066, -0.096, -0.057], [0.060, 0.058, 0.119], [0.026, -0.089, 0.170], [-0.170, -0.049, -0.066], [-0.098, -0.088, -0.122], [-0.125, -0.064, 0.073], [-0.098, 0.023, -0.075], [0.048, -0.001, -0.063], [0.095, 0.025, 0.188], [-0.034, -0.022, 0.016], [0.001, -0.022, 0.036], [0.086, 0.043, -0.123], [-0.064, -0.097, -0.037], [0.003, -0.147, 0.007], [-0.132, -0.022, -0.113], [0.005, 0.035, 0.019], [-0.093, -0.027, 0.106], [0.013, -0.126, 0.080], [-0.091, -0.065, -0.024], [0.121, -0.025, 0.058], [0.005, -0.124, 0.019], [-0.072, -0.026, 0.156], [-0.028, -0.006, -0.102], [-0.078, -0.010, -0.035], [0.019, -0.179, -0.056], [-0.105, -0.033, 0.032], [-0.029, 0.037, 0.002], [-0.083, -0.038, -0.144], [-0.003, 0.033, 0.087]]}


In eV, the HOMO values for the records above are, in order, -8.487; -8.853; -8.295.